A structure of composition C21H27F3N3NiO4 in a non-equilibrium geometry. Source: OMol25; level of theory: wB97M-V/def2-TZVPD.

## Properties
Expectation value of S² ... 2.005
DFT total energy ... -3089.47013 hartree

ORCA input file:
```
! RIJCOSX wB97M-V def2-TZVPD def2/J DEFGRID3
* xyz -1 3
C 2.7245 -19.6954 11.9557
H 1.9338 -21.1407 10.5368
H 2.2601 -18.4084 9.6032
H 4.2011 -22.1958 6.0154
H 1.8459 -19.5770 8.5520
H 9.3373 -22.8766 11.3054
H 9.6679 -24.4894 11.7841
O 7.7246 -23.9933 11.5235
H 9.0834 -25.3965 9.6033
C 3.9127 -27.4519 9.7880
F 1.4545 -19.2032 12.0184
C 7.1355 -20.9060 7.2254
C 8.1532 -18.8292 12.5560
C 9.0579 -23.9084 11.0924
C 3.8041 -25.3925 11.0173
H 8.6090 -19.8455 14.4092
H 7.5106 -18.0725 10.6164
C 5.1983 -27.0674 9.3483
H 8.6625 -23.8297 8.9696
O 3.7009 -21.9603 10.9885
H 7.9209 -21.2114 9.0861
O 5.5092 -23.4434 13.0730
H 6.6922 -25.5642 9.3488
H 4.2627 -19.2377 7.4328
F 3.6526 -18.6560 11.8285
C 9.3390 -24.3382 9.6565
H 3.1301 -17.8349 7.4255
C 7.0724 -20.8188 13.2608
C 7.0400 -21.4023 8.4911
O 3.4809 -20.2133 9.6545
C 2.9243 -20.8010 10.8393
H 4.1322 -22.9660 8.4665
C 2.7488 -19.1951 9.0284
H 3.1330 -24.6785 11.4715
H 3.4637 -28.2992 9.2911
H 6.7577 -21.4604 14.0706
C 4.8985 -22.3255 8.0554
N 5.0697 -24.9671 10.5834
H 8.9256 -18.0831 12.6701
H 4.4779 -18.0440 8.6696
H 2.2645 -26.8065 11.1164
N 5.9604 -22.1334 8.9735
C 6.1011 -21.1130 6.3290
H 5.8629 -20.0255 10.3388
C 3.2509 -26.6310 10.7133
C 7.3678 -18.8243 11.3785
C 4.9565 -21.8624 6.7116
C 5.7253 -25.8270 9.7518
C 6.5453 -19.9198 11.1692
C 8.0316 -19.8182 13.4970
H 8.0460 -20.4558 6.8585
H 6.2154 -20.7956 5.3031
N 6.4790 -20.9845 12.0609
Ni 5.6685 -22.8083 11.1761
C 3.7210 -18.5132 8.0410
H 5.6100 -27.6552 8.5412
H 5.0732 -22.7744 13.6360
F 3.0765 -20.0642 13.1759
H 10.3472 -24.2078 9.2632
*
```

=====

The ion C3H9N2O2 with charge +1 in a non-equilibrium geometry. Source: OMol25; level of theory: wB97M-V/def2-TZVPD.

## Properties
Relative energy (zero: lowest compared OMol25 entry of this formula, charge and spin) ... 1.5808 eV
DFT total energy ... -379.44672 hartree
SMILES string ... C[C@@]([NH3+])(O)C(N)=O

ORCA input file:
```
! RIJCOSX wB97M-V def2-TZVPD def2/J DEFGRID3
* xyz 1 1
H 0.7113 -0.0905 2.1011
N -1.8340 -1.1417 -0.0524
H -2.8233 -1.2079 -0.2554
H 0.1407 -0.2084 -2.0889
H -0.1831 1.8274 -0.0292
H 0.7478 -1.7445 1.0319
H 2.0193 -0.4417 1.0201
O -1.6784 1.2022 0.0203
H -1.2029 -1.8804 -0.3396
C 1.0224 -0.6607 1.1652
N 0.7232 1.4304 -0.3048
C 0.3837 -0.0275 -0.1264
C -1.2627 0.0618 -0.0143
H 1.4566 1.7944 0.3665
H 1.1489 1.7164 -1.1629
O 0.6306 -0.6293 -1.3310
*
```

=====

A structure of composition C23H27BClI2N10O2W in a non-equilibrium geometry. Source: OMol25; level of theory: wB97M-V/def2-TZVPD.

## Properties
Expectation value of S² ... 0.757
Relative energy (zero: lowest compared OMol25 entry of this formula, charge and spin) ... 0.5048 eV
DFT total energy ... -2737.75418 hartree

ORCA input file:
```
! RIJCOSX wB97M-V def2-TZVPD def2/J DEFGRID3
* xyz 2 2
H -1.5938 -4.4197 -3.4412
H 0.1150 -5.0248 -1.6576
H -2.4261 1.1271 -5.5275
C -5.1755 -0.2453 -4.4381
H 1.8199 -3.7786 1.9789
C -3.8535 1.1605 -0.9080
C 3.6754 -4.8595 2.1292
I -1.6049 -1.9045 1.4834
W 0.0189 -0.4178 -0.3064
C -3.2597 0.6880 -5.0115
C -6.5548 -0.8147 -4.4309
C -3.7761 1.6150 0.3939
C 2.1922 2.3584 -1.3774
N 2.4417 -2.0417 0.0872
O 1.8107 -0.5600 -1.2831
C -2.1580 -2.2802 -3.3651
C -2.0049 1.6614 2.1992
H 5.6301 -5.7314 2.0653
H 2.9244 1.5584 -1.3103
N 0.0750 1.0281 -1.8692
I 0.9970 -1.5583 4.0726
H -6.5244 -1.9045 -4.4579
H -7.0935 -0.5178 -3.5327
C 4.9772 -4.9705 1.6604
N -0.8947 1.0583 -2.8373
C 0.6006 2.6062 -3.3500
H -0.9092 -3.3633 3.5334
C -0.5843 2.0139 -3.7176
C -4.4808 0.3475 -5.5180
H 3.3153 -5.5303 2.8968
C 4.6268 -3.1299 0.1478
H 2.6653 3.2089 -1.8621
C 0.2745 -4.0230 -1.2654
H -1.5840 0.8088 2.7313
H 6.4653 -4.1973 0.3185
H 0.1027 -4.0491 -0.1915
N -1.7452 -1.2915 -2.5902
C -1.4874 -3.4429 -3.0024
H -4.5412 2.1249 0.9528
H 4.9880 -2.4565 -0.6149
H 1.3174 -3.7687 -1.4568
H -1.6631 -1.8453 4.1449
N -0.8024 -1.7506 -1.7098
C 5.4494 -4.1093 0.6771
H -1.2322 2.2502 -4.5395
H -4.8327 0.5066 -6.5227
C -0.6553 -3.0949 -1.9644
N -2.6942 0.5968 -1.2349
H -2.9106 -2.1036 -4.1159
H 1.9151 2.6597 -0.3693
H -1.2445 2.4388 2.1616
H -7.1152 -0.4739 -5.2986
N 2.7882 -1.3284 -0.8773
C -0.8776 -2.2811 3.5398
C 2.8318 -3.8853 1.6202
C 0.9956 1.9758 -2.1782
N -1.8260 0.6821 -0.1699
B -2.1707 0.2069 -2.6498
Cl 0.8494 0.9811 1.3407
N -4.4206 -0.2642 -3.3548
H -4.6539 1.1904 -1.6262
H 1.1081 3.4159 -3.8440
O 1.2190 -1.9527 0.5457
N -3.2327 0.3331 -3.6952
C 3.3285 -3.0500 0.6328
C -2.5027 1.3113 0.8386
H -2.8470 2.0405 2.7738
*
```

=====

A structure of composition CH3F2O2P in a non-equilibrium geometry. Source: OMol25; level of theory: wB97M-V/def2-TZVPD.

## Properties
Relative energy (zero: lowest compared OMol25 entry of this formula, charge and spin) ... 6.1836 eV
DFT total energy ... -731.36970 hartree

ORCA input file:
```
! RIJCOSX wB97M-V def2-TZVPD def2/J DEFGRID3
* xyz 0 1
C 0.1214 -0.2391 -0.0984
O -1.0144 -0.9082 -0.6467
H -0.1540 0.5234 0.8324
F -4.2798 -1.1782 0.3526
O -2.0522 -0.1068 -1.1949
P -3.4046 0.1087 0.5027
F -4.5275 0.9010 -0.3086
H 0.7042 0.4427 -0.8247
H 0.6707 -1.1103 0.3125
*
```